one | 7
Properties=species:S:1:pos:R:3 method="wB97M-V/def2-TZVPD" homo_energy_ev=1.502 homo_lumo_gap_ev=5.87 charge=-2 lumo_energy_ev=7.373 spin_multiplicity=1
N -0.2442 -1.4992 -0.9267
O 1.6205 0.1668 1.1769
O -0.6245 1.3048 1.6070
O 0.8319 2.0862 -0.3979
F -1.3340 -1.1218 -1.9125
P 0.5501 1.0670 0.6781
H -0.7998 -2.0038 -0.2249

***

two | 7
Properties=species:S:1:pos:R:3 method="wB97M-V/def2-TZVPD" homo_energy_ev=1.013 homo_lumo_gap_ev=6.80 charge=-2 lumo_energy_ev=7.814 spin_multiplicity=1
N -0.4290 0.7648 -0.4447
O -3.0951 0.9715 -0.3101
O -1.8565 -0.4239 1.4247
O -2.1284 -1.3383 -0.8702
F -0.3269 2.0100 0.0674
P -2.0740 -0.1037 0.0182
H 0.7358 0.1551 -0.0983

***

Which structure is the least stable? The one labeled two.

***

one | 6
Properties=species:S:1:pos:R:3 method="wB97M-V/def2-TZVPD" homo_energy_ev="-10.650 / -9.534" homo_lumo_gap_ev="9.32 / 9.33" charge=0 lumo_energy_ev="-1.329 / -0.207" spin_multiplicity=1
N 1.5372 -0.2854 -0.6346
O -0.8513 -0.4821 0.3826
S -1.9038 0.3731 -0.2283
H 1.1029 -1.0868 -0.2116
H 2.1199 0.1673 0.0532
H -2.0050 1.3139 0.6387

***

two | 6
Properties=species:S:1:pos:R:3 method="wB97M-V/def2-TZVPD" homo_energy_ev=-8.272 homo_lumo_gap_ev=8.98 charge=0 lumo_energy_ev=0.706 spin_multiplicity=1 smiles=NSO
N 0.9023 -0.7403 0.0546
S -0.7417 -0.7296 -0.3054
O -0.9549 0.8905 -0.0948
H 1.4551 -0.0129 -0.6729
H 1.2117 -0.6410 1.0886
H -1.8724 1.2333 -0.0701

***

three | 6
Properties=species:S:1:pos:R:3 method="wB97M-V/def2-TZVPD" homo_energy_ev=-9.466 homo_lumo_gap_ev=9.89 charge=0 lumo_energy_ev=0.428 spin_multiplicity=1
N 0.9381 0.1941 -0.2678
O -1.9397 -0.3907 -0.3085
S -0.7407 0.5415 0.0983
H 1.4243 -0.4602 0.3211
H 1.0615 0.0615 -1.2169
H -0.7436 0.0538 1.3737

***

Which structure is the least stable? The one labeled one.

***

one | 18
Properties=species:S:1:pos:R:3 method="wB97M-V/def2-TZVPD" homo_energy_ev=-8.514 homo_lumo_gap_ev=9.33 charge=0 lumo_energy_ev=0.812 spin_multiplicity=1
C 0.3043 -0.4540 -1.8706
C -0.6698 -0.0113 -0.7985
O -1.9309 -0.5305 -1.0598
O -0.6578 1.2748 -0.4295
H -2.5454 0.2116 -0.9596
H 0.0562 0.1017 -2.7775
H 0.2199 -1.5227 -2.0619
H 1.3232 -0.2064 -1.5834
C 1.4900 1.1092 1.2266
C -0.1660 -0.7948 0.7611
C 0.1103 0.5635 1.1462
O -1.2071 -1.4336 1.4296
H -1.9043 -1.6205 0.7844
H 0.6915 -1.4439 0.5882
H -0.6292 1.0332 1.7861
H 2.1604 0.6357 0.5117
H 1.8641 0.9024 2.2357
H 1.4904 2.1858 1.0712

***

two | 18
Properties=species:S:1:pos:R:3 method="wB97M-V/def2-TZVPD" homo_energy_ev=-8.673 homo_lumo_gap_ev=9.21 charge=0 lumo_energy_ev=0.535 spin_multiplicity=1 smiles="CC(C)=CO.O=CO"
C 0.2675 -1.1830 -1.2257
C 0.0326 -0.7912 0.2057
C 1.2533 -0.8179 1.0727
C -1.1467 -0.4414 0.7067
O -2.3434 -0.3429 0.0445
H -0.6142 -1.0807 -1.8592
H 0.5961 -2.2278 -1.2800
H 1.0645 -0.5757 -1.6374
H 0.9976 -0.6704 2.1154
H 1.9405 -0.0257 0.7704
H 1.7694 -1.7691 0.9664
H -1.2669 -0.1653 1.7444
H -2.2427 -0.6968 -0.8480
O 1.4838 1.9929 -0.4065
C 0.2956 2.0723 -0.3779
O -0.3947 2.4814 0.6854
H -0.3411 1.8334 -1.2573
H -1.3511 2.4078 0.5803

***

Which structure is the least stable? The one labeled one.

***

one | 18
Properties=species:S:1:pos:R:3 method="wB97M-V/def2-TZVPD" homo_energy_ev=-8.987 homo_lumo_gap_ev=9.13 charge=0 lumo_energy_ev=0.140 spin_multiplicity=1
C 1.1918 0.2297 0.2200
C -1.2637 0.7528 0.3982
C 1.5287 1.3288 -0.7445
C -1.9607 -0.2546 1.0379
C 0.6253 -1.2601 -0.2523
O 1.9414 -0.9792 -0.0243
O 0.2814 -1.3031 -1.5888
O -0.0616 -1.9855 0.5727
H -0.3304 -2.0401 -1.7074
H 1.2263 0.4662 1.2794
H -1.2987 0.8583 -0.6766
H -0.8261 1.5682 0.9544
H 0.9951 2.2474 -0.4983
H 2.5997 1.5406 -0.7051
H 1.2835 1.0274 -1.7628
H -2.1632 -0.1507 2.0985
H -1.0157 -1.2923 0.9112
H -2.7532 -0.7537 0.4876

***

two | 18
Properties=species:S:1:pos:R:3 method="wB97M-V/def2-TZVPD" homo_energy_ev=-9.711 homo_lumo_gap_ev=10.00 charge=0 lumo_energy_ev=0.290 spin_multiplicity=1 smiles="CC(=O)C(=O)O.CC"
C 1.2329 0.7813 1.4726
C 1.3935 -0.1220 0.2895
O 2.0140 -1.1498 0.2970
C 1.4167 0.8117 -1.1380
O 1.2899 2.0076 -1.1798
O 1.6834 0.0620 -2.2062
H 0.1823 1.0617 1.5318
H 1.7855 1.7140 1.3826
H 1.5103 0.2808 2.3977
H 1.5454 0.5705 -3.0242
C -1.4158 -0.1974 -0.3346
C -2.0978 -1.3266 0.4130
H -1.3961 0.7145 0.2599
H -1.9563 0.0870 -1.2373
H -0.3276 -0.4646 -0.6899
H -2.2606 -2.1849 -0.2385
H -3.0931 -1.0139 0.7284
H -1.5066 -1.6319 1.2760

***

Which structure is the least stable? The one labeled one.

***

one | 18
Properties=species:S:1:pos:R:3 method="wB97M-V/def2-TZVPD" homo_energy_ev=-9.516 homo_lumo_gap_ev=9.45 charge=0 lumo_energy_ev=-0.066 spin_multiplicity=1 smiles="CC(=O)C(C)(C)OO"
C 1.2502 -1.5414 0.8902
C -0.0504 -1.0194 0.3498
O -0.8599 -1.8408 -0.0486
C -0.2526 0.5304 -0.2521
C -1.7585 0.7881 -0.3595
C 0.4387 0.5571 -1.6213
O 0.2644 1.4866 0.5744
O 0.7893 0.7269 1.9108
H 1.4600 -2.5282 0.4683
H 2.0946 -0.8921 0.6710
H 1.0984 -1.7134 1.9579
H -1.9467 1.7606 -0.8254
H -2.2059 0.7980 0.6385
H -2.2753 0.0324 -0.9550
H 0.1616 1.4713 -2.1562
H 0.1432 -0.2952 -2.2398
H 1.5252 0.5662 -1.5091
H 0.1238 1.1130 2.5062

***

two | 18
Properties=species:S:1:pos:R:3 method="wB97M-V/def2-TZVPD" homo_energy_ev=-8.108 homo_lumo_gap_ev=8.38 charge=0 lumo_energy_ev=0.272 spin_multiplicity=1
C -2.1989 -0.1040 -0.3264
C -1.0007 0.6829 0.1413
C -1.0254 1.4194 1.2820
H 0.1930 -0.2607 0.3074
H -2.6537 -0.6567 0.4950
H -2.9500 0.5570 -0.7564
H -1.9002 -0.7981 -1.1099
H -1.7615 1.2432 2.0542
H -0.1810 2.0295 1.5639
C 1.5630 -0.7781 0.0243
C 1.3045 -0.6259 -1.3957
O 1.9084 -2.0338 0.4395
O 2.3320 0.2122 0.5646
O 1.1548 0.5276 -1.8402
H 2.3996 -1.9626 1.2691
H 2.3229 0.9429 -0.0822
H -0.4125 1.1162 -0.7239
H 0.9060 -1.5108 -1.9065

***

Which structure is the least stable? The one labeled one.

***

one | 12
Properties=species:S:1:pos:R:3 method="wB97M-V/def2-TZVPD" homo_energy_ev=-10.059 homo_lumo_gap_ev=9.80 charge=0 lumo_energy_ev=-0.263 spin_multiplicity=1 smiles="N/N=C/n1cnnn1"
N 0.0322 -1.2574 -2.3913
N 0.5223 -0.2831 -1.2910
C -0.5046 -0.1429 -0.4592
N -0.1902 0.8376 0.6391
C 0.9340 0.8167 1.2473
N 0.8548 1.3325 2.5095
N -0.4010 1.4836 2.5638
N -1.2260 1.2838 1.5427
H 0.7446 -2.1468 -2.5029
H -0.8765 -1.5173 -2.0633
H -1.5520 -0.4790 -0.6018
H 1.6624 0.0722 0.8071

***

two | 12
Properties=species:S:1:pos:R:3 method="wB97M-V/def2-TZVPD" homo_energy_ev=-8.851 homo_lumo_gap_ev=8.88 charge=0 lumo_energy_ev=0.032 spin_multiplicity=1 smiles="N/N=C/n1ncnn1"
N -3.2175 0.0348 0.2266
N -1.9657 -0.4506 -0.2254
C -0.9865 0.4289 -0.2544
N 0.3613 0.0026 -0.0288
N 1.0696 0.9885 -0.1028
C 2.3433 0.6587 0.0866
N 2.3598 -0.7822 0.1656
N 1.0489 -1.1578 -0.0727
H -4.0411 -0.7543 0.3598
H -3.4406 0.9506 0.7941
H -1.4213 1.4966 -0.3789
H 3.1680 1.3337 0.4946

***

Which structure is the least stable? The one labeled two.